# 1
{"formula": "C4H10N2", "method": "ωB97M-V/def2-TZVPD", "e_above_lowest_ev": 2.112, "lumo_energy_ev": 0.99, "charge": 0, "energy_ha": -267.84772, "orbital_gap_ev": 8.84, "multiplicity": 1, "species": ["C", "C", "N", "H", "H", "H", "H", "H", "C", "C", "N", "H", "H", "H", "H", "H"], "positions_angstrom": [[-1.4306, 2.0732, -0.6232], [-1.8586, 0.9636, -0.0168], [-1.6362, -0.3123, -0.4654], [-1.8103, 3.0806, -0.4820], [-0.8773, 1.9731, -1.5579], [-2.3308, 0.9909, 0.9563], [-1.6899, -1.0786, 0.1845], [-1.1078, -0.5472, -1.2809], [1.7821, 0.1337, 1.1079], [1.7366, -0.6044, 0.0087], [1.3990, -1.9548, 0.0413], [1.6976, -0.2885, 2.1063], [2.3539, 1.0564, 1.1052], [1.9095, -0.1892, -0.9753], [0.9858, -2.5671, -0.6327], [1.7408, -2.4249, 0.8540]]}


# 2
{"formula": "C24H22N3", "method": "ωB97M-V/def2-TZVPD", "e_above_lowest_ev": 0.687, "lumo_energy_ev": -5.14, "charge": 1, "energy_ha": -1091.76262, "orbital_gap_ev": 5.55, "multiplicity": 1, "species": ["C", "N", "C", "C", "C", "C", "C", "C", "C", "C", "C", "C", "C", "C", "C", "C", "C", "C", "C", "C", "C", "C", "H", "H", "H", "H", "H", "H", "H", "H", "H", "H", "H", "H", "H", "H", "H", "H", "H", "H", "N", "C", "N", "C", "C", "H", "H", "H", "H"], "positions_angstrom": [[-5.6275, -0.1359, 0.1858], [-4.6081, 0.2890, 1.1186], [-5.0624, 0.5172, 2.4767], [-3.2587, 0.1669, 0.7959], [-2.6705, 1.0375, -0.1560], [-1.3001, 1.0318, -0.3471], [-0.4975, 0.0295, 0.2420], [0.9388, 0.0569, 0.1477], [1.8007, -1.0934, 0.3054], [3.1210, -0.6266, 0.6316], [4.0960, -1.5137, 1.0656], [3.7858, -2.8795, 1.1243], [2.5118, -3.3432, 0.7568], [1.5215, -2.4538, 0.3230], [3.0875, 0.8248, 0.6565], [1.7432, 1.2432, 0.3444], [1.3693, 2.5683, 0.5465], [2.3292, 3.4805, 1.0009], [3.6309, 3.0607, 1.3249], [4.0122, 1.7200, 1.1711], [-1.1287, -0.9422, 1.0601], [-2.4617, -0.8258, 1.4049], [-5.2488, -0.0446, -0.8378], [-5.9301, -1.1825, 0.3605], [-6.5091, 0.5007, 0.3210], [-4.3702, 1.1959, 2.9918], [-6.0540, 0.9837, 2.4196], [-5.1431, -0.4146, 3.0577], [-3.3096, 1.7644, -0.6633], [-0.8405, 1.7872, -0.9840], [5.0655, -1.1165, 1.3655], [4.5392, -3.5850, 1.4760], [2.2821, -4.4074, 0.8255], [0.5469, -2.8048, -0.0075], [0.3408, 2.8671, 0.3665], [2.0526, 4.5288, 1.1232], [4.3479, 3.7783, 1.7215], [4.9997, 1.3528, 1.4540], [-0.5390, -1.7535, 1.4788], [-2.9207, -1.5178, 2.1128], [0.9752, -0.2863, -2.4634], [1.5838, -1.2705, -3.0950], [1.4393, -1.1199, -4.4547], [0.6949, 0.0326, -4.6744], [0.4185, 0.5331, -3.4168], [2.1382, -2.1026, -2.6851], [1.8180, -1.7474, -5.1599], [0.4280, 0.3995, -5.6508], [-0.1385, 1.4171, -3.1616]]}


# 3
{"formula": "C29H24BrCl4F6IN2O5PSSbTl", "method": "ωB97M-V/def2-TZVPD", "e_above_lowest_ev": 0.121, "lumo_energy_ev": [-1.14, -3.06], "charge": 0, "energy_ha": -8069.27551, "orbital_gap_ev": [7.56, 5.64], "multiplicity": 2, "species": ["Tl", "Cl", "C", "C", "C", "I", "C", "O", "C", "N", "C", "C", "C", "C", "H", "H", "H", "H", "O", "C", "C", "C", "N", "C", "Br", "C", "H", "H", "H", "H", "Cl", "C", "Cl", "Cl", "C", "O", "O", "C", "C", "O", "S", "C", "C", "C", "C", "C", "C", "C", "C", "H", "H", "H", "H", "H", "H", "H", "F", "Sb", "F", "F", "F", "F", "F", "C", "P", "C", "C", "H", "H", "H", "H", "H", "H", "H", "H", "H"], "positions_angstrom": [[-0.6752, -0.6602, 0.3467], [-4.6141, 1.2929, -5.8864], [-3.9834, 1.1614, -4.2974], [-4.6491, 1.7842, -3.2637], [-4.1841, 1.7041, -1.9612], [-5.1520, 2.7064, -0.4637], [-3.0181, 0.9068, -1.6261], [-2.6408, 0.7598, -0.4612], [-2.2914, 0.3028, -2.7721], [-1.1525, -0.3253, -2.4800], [-0.4196, -0.8166, -3.4618], [-0.8037, -0.7390, -4.8017], [-1.9889, -0.1189, -5.1144], [-2.7609, 0.4375, -4.0852], [-5.5463, 2.3458, -3.4825], [0.5152, -1.2870, -3.1773], [-0.1716, -1.1569, -5.5723], [-2.3225, -0.0412, -6.1396], [-3.7374, 2.9021, 4.7040], [-2.9914, 2.1580, 3.8668], [-2.3440, 2.6877, 2.7537], [-1.6267, 1.8306, 1.9568], [-1.5142, 0.5190, 2.2008], [-2.1030, 0.0390, 3.2943], [-1.8097, -1.7565, 3.7402], [-2.8550, 0.8090, 4.1548], [-3.7679, 3.8150, 4.3982], [-2.4028, 3.7399, 2.5093], [-1.1062, 2.1927, 1.0788], [-3.3245, 0.3773, 5.0246], [3.4321, -1.9720, 4.4965], [2.3528, -2.7033, 3.3171], [1.2715, -3.8600, 4.1499], [3.3232, -3.5934, 2.1185], [1.4347, -1.6433, 2.6093], [1.3630, -0.5264, 3.0823], [0.8323, -2.1269, 1.6024], [9.7931, 3.3778, 0.0791], [8.3700, 2.8764, 0.1074], [8.0696, 1.7340, 0.3023], [7.1854, 4.1863, -0.2049], [5.6602, 3.2900, -0.1896], [4.9047, 3.2241, -1.3543], [3.6860, 2.5672, -1.3526], [3.2175, 1.9612, -0.1885], [3.9875, 2.0190, 0.9753], [5.1984, 2.6863, 0.9752], [1.9576, 1.2747, -0.1593], [0.9164, 0.6767, -0.0298], [10.3175, 2.9895, 0.9506], [9.8488, 4.4645, 0.0609], [10.2744, 2.9784, -0.8139], [5.2747, 3.6865, -2.2599], [3.0905, 2.5189, -2.2546], [3.6238, 1.5320, 1.8711], [5.7911, 2.7349, 1.8781], [-3.2781, -1.7650, 0.7605], [-5.2040, -1.7637, 0.7754], [-5.1140, -0.0503, 1.5590], [-5.1959, -2.5508, 2.4829], [-5.0906, -1.0333, -0.9802], [-5.1032, -3.4888, 0.0048], [-7.0735, -1.6929, 0.6883], [-1.5042, -4.1800, 1.0892], [-1.0275, -3.0880, -0.2596], [-2.2244, -3.4061, -1.5796], [0.5654, -3.7167, -0.8684], [-1.3799, -5.2081, 0.7422], [-2.5424, -4.0001, 1.3592], [-0.8466, -4.0004, 1.9367], [-2.2716, -4.4829, -1.7537], [-1.9200, -2.9135, -2.5017], [-3.2096, -3.0548, -1.2802], [0.3978, -4.4050, -1.6974], [1.0709, -4.2210, -0.0467], [1.2163, -2.9019, -1.1818]]}


# 4
{"formula": "C3H9Cl4NSi2", "method": "ωB97M-V/def2-TZVPD", "e_above_lowest_ev": 0.000, "lumo_energy_ev": 0.06, "charge": 0, "energy_ha": -2594.41877, "orbital_gap_ev": 9.80, "multiplicity": 1, "species": ["C", "C", "C", "Si", "Cl", "Cl", "Si", "N", "Cl", "Cl", "H", "H", "H", "H", "H", "H", "H", "H", "H"], "positions_angstrom": [[0.2546, 1.1998, -0.4025], [0.3753, -0.3206, 0.0829], [1.5714, -0.5210, 0.9298], [0.5812, -1.6795, -1.6135], [2.3025, -0.9877, -2.6636], [1.3973, -3.4194, -0.7006], [-1.5350, -1.9343, -2.7360], [-2.7387, -1.1815, -1.7706], [-2.4894, -3.6938, -3.0725], [-1.4790, -0.7573, -4.3712], [1.0519, 1.2871, -1.1171], [-0.6494, 1.4407, -1.0030], [0.3292, 2.0156, 0.3920], [-0.4649, -0.5092, 0.6588], [1.4458, 0.0390, 1.8662], [2.3875, 0.0806, 0.3972], [1.8109, -1.5970, 1.1389], [-2.5167, -0.2203, -1.3827], [-3.5233, -1.3721, -1.2150]]}


# 5
{"formula": "C8H8Cl12IN2OP", "method": "ωB97M-V/def2-TZVPD", "lumo_energy_ev": -0.66, "charge": 0, "energy_ha": -6655.60644, "orbital_gap_ev": 9.52, "multiplicity": 1, "species": ["N", "C", "C", "C", "I", "C", "N", "P", "O", "H", "H", "H", "H", "C", "Cl", "Cl", "Cl", "H", "C", "Cl", "Cl", "Cl", "H", "C", "Cl", "Cl", "Cl", "H", "C", "Cl", "Cl", "Cl", "H"], "positions_angstrom": [[4.8464, 4.2985, 0.8345], [3.7585, 3.8098, 0.5976], [2.4443, 2.8922, 0.6574], [2.7346, 1.3242, 0.9112], [1.3165, 0.1803, -0.2840], [2.4754, 1.0308, 2.4716], [2.3938, 0.9525, 3.6963], [4.4874, 0.7417, 0.4521], [4.4821, -0.5977, -0.3417], [1.7737, 3.2460, 1.5379], [1.8253, 3.1098, -0.2927], [5.2635, 1.6828, -0.2967], [5.1890, 0.4854, 1.6891], [-2.5368, -0.6431, -1.9759], [-0.8295, -0.7754, -2.4290], [-3.3261, -2.2246, -2.0577], [-2.6971, 0.0500, -0.3560], [-3.0284, 0.0227, -2.6838], [-4.2359, 3.9504, -1.1708], [-3.1902, 3.3693, 0.1327], [-3.8712, 5.6384, -1.5556], [-4.0611, 2.9332, -2.6095], [-5.2694, 3.8915, -0.8332], [3.1550, -2.6003, 4.7567], [1.7238, -3.4915, 4.2192], [4.2573, -3.6678, 5.6384], [3.9784, -1.8574, 3.3784], [2.8326, -1.8079, 5.4307], [-5.2818, -5.1369, -3.9157], [-4.1794, -4.4751, -5.1315], [-5.5022, -6.8758, -4.1566], [-4.6794, -4.8062, -2.2845], [-6.2491, -4.6499, -4.0289]]}


# 6
{"formula": "C20H29BBr35NO7P2S", "method": "ωB97M-V/def2-TZVPD", "lumo_energy_ev": -0.67, "charge": 0, "energy_ha": -92556.94999, "orbital_gap_ev": 8.43, "multiplicity": 1, "species": ["C", "C", "O", "B", "O", "C", "S", "N", "C", "O", "C", "P", "O", "Br", "C", "O", "C", "C", "C", "O", "P", "O", "Br", "H", "H", "H", "H", "H", "H", "H", "H", "H", "H", "H", "H", "H", "H", "H", "H", "H", "H", "C", "Br", "Br", "Br", "H", "C", "Br", "Br", "Br", "H", "C", "Br", "Br", "Br", "H", "C", "Br", "Br", "Br", "H", "C", "Br", "Br", "Br", "H", "C", "Br", "Br", "Br", "H", "C", "Br", "Br", "Br", "H", "C", "Br", "Br", "Br", "H", "C", "Br", "Br", "Br", "H", "C", "Br", "Br", "Br", "H", "C", "Br", "Br", "Br", "H"], "positions_angstrom": [[-1.2892, 2.6925, -1.7805], [-1.9038, 1.1504, -1.7013], [-1.0084, 0.1715, -2.3858], [-1.4916, -1.2076, -2.0467], [-2.9376, -1.4622, -2.3791], [-0.5278, -2.3603, -1.3310], [-1.4198, -2.8173, 0.2457], [0.8709, -1.9489, -0.8740], [2.0219, -2.6118, -1.5995], [3.2583, -2.1643, -1.8848], [1.3618, -4.0888, -2.0006], [1.5917, -5.3357, -0.5760], [0.0980, -5.7669, 0.2065], [2.8364, -4.1997, 0.9833], [-0.1341, -3.5657, -2.4219], [0.1859, -2.7138, -3.6147], [0.3085, -3.5315, -4.8291], [0.8652, -2.4914, -6.0155], [2.4976, -2.3014, -5.9792], [0.5139, -3.0801, -7.3275], [-1.5668, -4.8297, -2.5597], [-2.8046, -4.2766, -3.7041], [-0.8398, -6.8313, -3.4424], [-1.3377, 3.0747, -2.8854], [-0.1856, 2.6894, -1.3492], [-1.9654, 3.3935, -1.1305], [-2.0460, 0.8368, -0.5734], [-2.9356, 1.1491, -2.2973], [-3.4576, -1.1659, -1.5747], [-2.2546, -3.9352, 0.0976], [0.8906, -0.9053, -0.7933], [2.0867, -4.5175, -2.8326], [0.1099, -5.4547, 1.1776], [1.1091, -4.3875, -4.7757], [-0.7375, -3.9187, -5.2538], [0.3080, -1.4469, -5.8646], [2.9909, -3.3703, -6.0626], [2.9050, -1.7175, -5.0501], [2.8492, -1.7007, -6.9441], [1.3865, -3.1386, -7.8187], [-2.5396, -3.3886, -4.0961], [-2.1378, 7.1205, -1.9454], [-3.5621, 6.3721, -3.0387], [-2.5123, 6.9389, -0.0452], [-0.4006, 6.3814, -2.4146], [-2.0981, 8.1930, -2.1623], [-7.0535, 5.5666, -1.2668], [-6.5987, 7.0267, -0.0646], [-6.4238, 3.8530, -0.5951], [-8.9553, 5.5298, -1.6739], [-6.5282, 5.7531, -2.2093], [6.7003, -3.2545, -1.5386], [7.0556, -2.1210, -3.0790], [6.7490, -5.1430, -2.0029], [7.8832, -2.8445, -0.0498], [5.6804, -3.0331, -1.2071], [2.7352, -3.8957, 5.2459], [1.3109, -4.6441, 4.1526], [2.3607, -4.0773, 7.1461], [4.4724, -4.6348, 4.7767], [2.7749, -2.8232, 5.0290], [-0.5798, -1.5573, 7.2597], [-2.4353, -1.2507, 6.7625], [0.5959, -0.1765, 6.5558], [-0.3718, -1.7744, 9.1816], [-0.2766, -2.5020, 6.7964], [3.7705, 1.5383, 4.5995], [3.2229, 2.2835, 2.8881], [2.7989, 2.3396, 6.0821], [3.6454, -0.4029, 4.6170], [4.8270, 1.7919, 4.7353], [6.2322, -4.5159, 8.7459], [7.9218, -5.1980, 8.0649], [5.8677, -5.1531, 10.5474], [6.1353, -2.5765, 8.6307], [5.4429, -4.9145, 8.1001], [-8.1847, 0.0655, 0.2805], [-9.6090, -0.6829, -0.8127], [-8.5593, -0.1161, 2.1808], [-6.4476, -0.6736, -0.1886], [-8.1451, 1.1381, 0.0636], [5.5335, 0.7895, -0.4548], [4.0812, 1.5546, -1.4984], [6.9632, 2.0738, -0.1535], [4.8966, 0.0116, 1.2106], [5.9575, -0.0276, -1.0478], [-9.2913, 9.9232, -0.7875], [-11.1950, 9.5244, -0.8169], [-8.5135, 9.8723, -2.5698], [-8.9177, 11.6040, 0.1176], [-8.8079, 9.1319, -0.2051], [2.8699, 6.7374, 2.5964], [1.4456, 5.9891, 1.5032], [2.4953, 6.5558, 4.4967], [4.6070, 5.9983, 2.1273], [2.9095, 7.8100, 2.3795]]}